45
Properties=species:S:1:pos:R:3:forces:R:3:nbo_charge:R:1 method="wB97M-V/def2-TZVPD" multiplicity=2 charge=-2 e_tot_ha=-3510.59641 lumo_ev="4.87 / 4.80" homo_energy_ev="-1.59 / -1.57" de_lowest_kcal_mol=6.2
S 0.926 2.611 -0.875 0.0 0.0 0.0 -0.23
N -1.798 -0.984 -0.641 0.0 0.0 0.0 -0.42
O -1.383 2.006 2.866 0.0 0.0 0.0 -0.85
C -2.418 2.033 3.827 0.0 0.0 0.0 -0.06
H -3.733 -1.835 0.428 0.0 0.0 0.0 0.38
H -2.289 4.137 4.290 0.0 0.0 0.0 0.20
C -0.102 -0.639 -2.075 0.0 0.0 0.0 0.13
C -0.370 5.657 0.665 0.0 0.0 0.0 -0.62
O -1.579 3.615 0.931 0.0 0.0 0.0 -0.86
N -2.951 -2.021 1.042 0.0 0.0 0.0 -0.83
H -3.181 -1.762 1.990 0.0 0.0 0.0 0.38
S -0.598 -0.942 1.780 0.0 -0.1 0.0 -0.15
H 3.189 -0.630 -5.272 0.0 0.0 0.0 0.19
H -2.397 1.074 4.359 0.0 0.0 0.0 0.16
H -0.873 4.701 2.533 0.0 0.0 0.0 0.15
C -2.187 3.176 4.798 0.0 0.0 0.0 -0.62
S 2.770 2.531 1.799 0.0 0.0 0.0 2.27
S -3.480 1.516 0.797 0.0 0.0 0.0 -0.79
O 2.607 3.811 2.463 0.0 0.0 0.0 -1.00
H 4.980 -0.381 -3.554 0.0 0.0 0.0 0.19
C 1.622 -0.559 -3.810 0.0 0.0 0.0 -0.15
H -1.182 3.120 5.220 0.0 0.0 0.0 0.21
O 2.040 -0.157 -0.208 0.0 0.0 0.0 -0.68
C 3.938 -0.402 -3.249 0.0 0.0 0.0 -0.22
H -0.036 5.364 -0.330 0.0 0.0 0.0 0.22
C -1.844 -1.299 0.607 0.0 0.0 0.0 0.29
H 0.388 6.302 1.113 0.0 0.0 0.0 0.20
H -1.307 6.214 0.574 0.0 0.0 0.0 0.18
O 1.556 1.689 1.958 0.1 0.0 0.0 -0.96
S 2.896 2.887 -0.291 0.0 0.0 0.0 -0.22
H -2.916 3.135 5.612 0.0 0.0 0.0 0.18
C 2.935 -0.537 -4.223 0.0 0.0 0.0 -0.32
O 4.003 1.841 2.109 0.0 0.0 0.0 -0.99
H -0.728 -1.256 -2.718 0.0 0.0 0.0 0.18
C 2.278 -0.271 -1.464 0.0 0.0 0.0 0.41
P -1.605 2.006 1.240 0.0 0.0 0.0 1.55
C -0.559 4.425 1.520 0.0 0.0 0.0 -0.07
N -0.618 -0.306 -0.945 0.0 0.0 0.0 -0.19
C 3.627 -0.289 -1.918 0.0 0.0 0.0 -0.24
C 1.265 -0.407 -2.462 0.0 0.0 0.0 -0.23
H 0.826 -0.692 -4.537 0.0 0.0 0.0 0.19
H -3.390 2.120 3.336 0.0 0.0 0.0 0.20
Ru 0.313 0.814 0.452 -0.1 0.1 0.0 0.39
H 4.390 -0.166 -1.161 0.0 0.0 0.0 0.22
H 0.375 3.879 1.615 0.0 0.0 0.0 0.22